# 1
The following is a quantum chemistry calculation of C25H19BClF2IrO3P as an isolated structure, from the Open Molecules 2025 dataset.

Each line ends with the natural charge from an NBO analysis.
Cartesian coordinates (Å):
Ir  0.892  -0.039  -1.021  0.817
Cl  5.951  0.678  -6.133  0.217
P  -1.567  -0.157  0.685  1.966
F  0.539  2.688  -0.049  -0.489
F  2.349  2.433  -1.385  -0.497
O  -1.121  0.081  -0.788  -1.016
O  0.566  0.291  -2.989  -0.500
O  2.889  -0.320  -1.363  -0.530
C  -3.158  -4.337  1.432  -0.149
C  -4.635  1.631  2.587  -0.219
C  1.599  1.338  2.792  -0.111
C  -2.375  -3.727  2.404  -0.199
C  2.640  0.508  2.379  -0.221
C  -2.726  2.322  0.673  -0.151
C  -2.136  -1.809  0.975  -0.515
C  -2.926  -2.422  0.000  -0.104
C  -4.595  2.914  2.060  -0.139
C  0.297  1.129  2.355  -0.145
C  4.935  -0.229  -2.433  -0.167
C  3.639  0.495  -4.807  -0.085
C  5.680  0.008  -3.544  -0.174
C  -3.646  3.260  1.104  -0.201
C  -3.723  0.680  2.159  -0.095
C  3.504  -0.094  -2.442  0.466
C  1.060  -0.832  1.120  -0.443
C  5.044  0.380  -4.751  0.011
C  2.866  0.277  -3.691  -0.250
C  0.020  0.052  1.529  -0.336
C  -2.764  1.029  1.206  -0.531
C  1.433  0.395  -3.862  0.468
C  -3.433  -3.690  0.234  -0.212
C  -1.858  -2.461  2.179  -0.178
C  2.374  -0.580  1.572  -0.077
B  1.309  1.890  -0.765  1.176
H  0.806  -1.839  0.788  0.278
H  -3.765  -0.327  2.555  0.222
H  -4.045  -4.172  -0.516  0.241
H  -3.560  -5.325  1.612  0.241
H  3.165  -1.267  1.302  0.244
H  -3.143  -1.912  -0.931  0.227
H  1.074  0.591  -4.876  0.200
H  5.390  -0.516  -1.494  0.258
H  3.180  0.760  -5.752  0.259
H  -1.249  -1.985  2.939  0.224
H  6.757  -0.084  -3.527  0.270
H  -2.167  -4.237  3.334  0.241
H  1.810  2.171  3.451  0.251
H  -3.632  4.260  0.692  0.239
H  3.647  0.695  2.723  0.252
H  -0.494  1.808  2.645  0.248
H  -5.314  3.651  2.391  0.241
H  -1.996  2.581  -0.081  0.234
H  -5.384  1.367  3.321  0.241

The spin multiplicity is 2. As for the LUMO energy (alpha / beta): -7.006 / -9.267 eV. As for the total energy: -2319.84374 Eh. The value obtained for the energy relative to the best compared isomer or geometry (same formula, charge and spin) is 0.021 eV. As for the charge: +2. As for the HOMO-LUMO gap (alpha / beta): 7.6 / 5.3 eV.

# 2
The following is a quantum chemistry calculation of a 2-piece molecular cluster, CH3FOS overall at a distorted geometry, from the Open Molecules 2025 dataset.

Each line ends with the natural charge from an NBO analysis.
Cartesian coordinates (Å):
S  -1.679  -0.199  -0.200  -0.012
F  0.272  1.698  -0.298  -0.299
O  1.388  -0.552  -0.213  -0.854
C  -0.152  0.642  0.408  0.368
H  1.178  -1.428  0.126  0.440
H  0.141  0.623  1.413  0.194
H  -1.147  -0.784  -1.236  0.163

As for the LUMO energy (alpha / beta): -0.266 / -0.266 eV. As for the total energy: -613.08391 Eh. The value obtained for the energy relative to the best compared isomer or geometry (same formula, charge and spin) is 2.625 eV. As for the HOMO-LUMO gap (alpha / beta): 9.9 / 9.9 eV.

# 3
The following is a quantum chemistry calculation of a 3-piece molecular cluster, C17H28F3NO6 overall, from the Open Molecules 2025 dataset.

Each line ends with the natural charge from an NBO analysis.
Cartesian coordinates (Å):
F  1.684  0.756  -1.587  -0.330
F  0.265  -0.874  -1.508  -0.331
F  1.364  -0.308  0.274  -0.329
O  1.269  2.280  5.589  -0.551
O  -2.046  3.333  -1.531  -0.552
O  -4.383  1.556  -1.728  -0.553
O  3.425  1.290  3.849  -0.553
O  0.110  -6.260  -1.818  -0.488
O  0.522  -2.584  -4.930  -0.519
N  -2.417  -5.037  -2.131  -0.760
C  -1.229  -4.449  -2.554  0.150
C  2.602  2.761  5.602  -0.088
C  1.130  0.973  6.112  -0.254
C  -2.788  3.105  -2.716  -0.088
C  1.177  -4.145  -1.901  -0.280
C  1.475  -0.469  -1.059  0.981
C  2.583  -1.430  -1.419  -0.482
C  -1.281  2.212  -1.121  -0.258
C  -4.238  2.781  -2.429  -0.088
C  2.439  0.849  2.933  -0.254
C  0.037  -5.078  -2.048  0.499
C  -1.118  -3.451  -3.445  -0.365
C  2.377  -2.098  -2.777  -0.448
C  0.231  -3.016  -3.833  0.511
C  -4.582  1.719  -0.336  -0.254
C  3.266  2.641  4.248  -0.088
C  1.284  -3.134  -2.765  0.006
H  -3.182  -4.379  -2.241  0.378
H  -0.411  2.081  -1.768  0.174
H  -1.877  1.296  -1.127  0.178
H  2.614  1.275  1.940  0.170
H  -4.696  3.599  -1.865  0.173
H  -2.744  4.021  -3.314  0.184
H  -4.773  2.682  -3.378  0.184
H  1.230  0.977  7.203  0.167
H  1.896  -4.325  -1.111  0.225
H  -4.459  0.740  0.126  0.188
H  -2.336  2.298  -3.301  0.173
H  3.313  -2.578  -3.064  0.242
H  -1.973  -2.965  -3.896  0.233
H  3.506  -0.850  -1.436  0.244
H  -3.856  2.411  0.096  0.181
H  2.568  3.817  5.885  0.185
H  0.131  0.626  5.854  0.190
H  2.148  -1.360  -3.544  0.249
H  1.433  1.115  3.265  0.180
H  2.688  3.194  3.501  0.174
H  1.867  0.288  5.687  0.178
H  -5.594  2.082  -0.127  0.167
H  2.691  -2.163  -0.620  0.231
H  -2.374  -5.291  -1.150  0.383
H  -0.940  2.405  -0.105  0.190
H  4.263  3.087  4.304  0.184
H  2.516  -0.235  2.867  0.188
H  3.193  2.228  6.354  0.172

As for the LUMO energy: -0.871 eV. The structure (SMILES) is NC1=CC(=O)C(CCC(F)(F)F)=CC1=O.COCCOC.COCCOC. As for the total energy: -1470.26257 Eh. As for the HOMO-LUMO gap: 8.4 eV.